Here is an isolated molecule of C4H8N2OS in a non-equilibrium geometry from OMol25. Energies are from ωB97M-V/def2-TZVPD.

Last column: Mulliken charge in e.
Atoms and positions in Å:
O (2.637, 1.521, -0.321)  -0.320
N (1.317, 1.771, 0.012)  -0.450
C (0.475, 0.799, 0.006)  0.446
C (-0.969, 1.076, 0.321)  -0.330
C (-1.695, -0.098, -0.350)  -0.568
C (-0.686, -1.238, -0.168)  -0.545
N (0.618, -0.563, -0.295)  -0.197
S (1.995, -1.498, 0.010)  -0.266
H (2.772, 0.573, -0.528)  0.315
H (-1.293, 2.056, -0.036)  0.290
H (-1.116, 1.032, 1.411)  0.228
H (-2.664, -0.342, 0.077)  0.331
H (-1.826, 0.103, -1.395)  0.282
H (-0.802, -1.697, 0.820)  0.322
H (-0.776, -2.033, -0.917)  0.310
H (2.016, -1.460, 1.353)  0.153

Summary:
structure (SMILES): O/N=C1/CCCN1S
E_tot: -740.0786 a.u.
HOMO level: -8.639 eV
frontier orbital gap: 9.2532 eV

***

Here is an isolated molecule of C4H8N2S in a non-equilibrium geometry from OMol25. Energies are from ωB97M-V/def2-TZVPD.

Last column: Mulliken charge in e.
Atoms and positions in Å:
H (1.980, -3.056, 0.146)  0.254
N (1.340, -2.350, 0.670)  -0.686
N (1.153, -1.371, -0.091)  -0.052
C (0.257, -0.392, 0.272)  -0.219
C (-0.963, -0.963, -0.939)  -0.401
S (-2.299, -1.606, -0.453)  -0.189
C (0.626, 1.038, -0.047)  -0.417
C (-0.703, 1.780, 0.316)  -0.977
H (-0.229, -0.653, 1.164)  0.669
H (-0.575, -0.661, -1.824)  0.396
H (0.722, 1.160, -1.059)  0.354
H (1.464, 1.222, 0.563)  0.361
H (-0.514, 1.938, 1.445)  0.259
H (-1.587, 1.242, 0.134)  0.333
H (-0.671, 2.670, -0.296)  0.316

Summary:
structure (SMILES): [H]/N=N/[C@H](C=S)CC
E_tot: -664.7615 a.u.
HOMO level: -8.657 eV
frontier orbital gap: 8.1443 eV

***

Here is a cluster of 2 separate species, C4H8N2S in total in a non-equilibrium geometry from OMol25. Energies are from ωB97M-V/def2-TZVPD.

Last column: Mulliken charge in e.
Atoms and positions in Å:
C (-0.727, -1.515, -1.997)  -0.029
C (0.575, 1.319, -0.436)  -1.057
C (0.673, -0.165, 0.143)  -0.841
C (-0.565, -1.016, 0.334)  0.628
N (-1.169, -1.511, -3.085)  -0.507
N (-1.815, -0.562, 0.548)  -0.355
S (-0.349, -2.615, 1.047)  -0.228
H (0.254, 2.043, 0.360)  0.335
H (1.625, 1.550, -0.765)  0.321
H (-0.064, 1.251, -1.351)  0.309
H (1.331, -0.130, 1.112)  0.376
H (1.301, -0.660, -0.543)  0.445
H (-2.498, -1.207, 0.646)  0.193
H (-1.896, 0.307, 1.112)  0.237
H (0.995, -2.519, 1.584)  0.174

Summary:
E_tot: -664.7793 a.u.
HOMO level: -9.363 eV
frontier orbital gap: 8.5383 eV

***

Here is a structure of composition C4H8N2S in a non-equilibrium geometry from OMol25. Energies are from ωB97M-V/def2-TZVPD.

Last column: Mulliken charge in e.
Atoms and positions in Å:
C (2.684, 0.197, -0.587)  0.123
C (3.857, -0.233, 0.211)  -0.638
C (-2.958, -0.098, 0.773)  -0.902
C (-2.432, 0.139, -0.584)  -0.476
N (1.531, 0.366, -0.416)  0.590
N (0.457, 0.874, -0.556)  -0.922
S (-1.000, -0.834, -0.980)  -0.103
H (3.394, -0.951, 0.864)  0.261
H (4.144, 0.721, 0.753)  0.243
H (4.627, -0.648, -0.419)  0.255
H (-3.415, -1.080, 0.699)  0.286
H (-2.158, -0.190, 1.552)  0.280
H (-3.633, 0.646, 0.914)  0.314
H (-1.999, 1.142, -0.814)  0.302
H (-3.100, -0.052, -1.410)  0.385

Summary:
E_tot: -664.7249 a.u.
HOMO level (alpha / beta): -8.154 / -8.156 eV
frontier orbital gap (alpha / beta): 7.3296 / 7.3315 eV

***

Here is an isolated molecule of C4H8N2S2 in a non-equilibrium geometry from OMol25. Energies are from ωB97M-V/def2-TZVPD.

Last column: Mulliken charge in e.
Atoms and positions in Å:
C (0.650, 2.198, 0.018)  -0.672
N (-0.537, 1.371, -0.372)  -0.555
N (-0.311, -0.014, -0.095)  0.329
C (-0.416, -0.611, 1.245)  -0.842
C (0.016, -0.848, -1.108)  0.481
S (0.438, -0.406, -2.661)  -0.247
C (0.068, -2.326, -0.883)  -0.598
S (-1.144, -3.368, -0.548)  -0.133
H (0.892, 2.157, 1.147)  0.233
H (1.585, 1.775, -0.417)  0.260
H (0.380, 3.235, -0.350)  0.309
H (-1.454, 1.676, 0.053)  0.253
H (0.158, 0.098, 1.957)  0.252
H (0.032, -1.642, 1.341)  0.372
H (-1.453, -0.576, 1.639)  0.266
H (1.095, -2.716, -0.966)  0.294

Summary:
structure (SMILES): CNN(C)C(=S)C=S
E_tot: -1062.9991 a.u.
HOMO level: -8.304 eV
frontier orbital gap: 7.5118 eV

***

Here is an isolated molecule of C4H8N2S2 in a non-equilibrium geometry from OMol25. Energies are from ωB97M-V/def2-TZVPD.

Last column: Mulliken charge in e.
Atoms and positions in Å:
N (-1.601, 2.192, 0.210)  -0.664
C (-1.634, 0.871, -0.451)  0.178
C (-2.808, -0.027, -0.104)  -0.725
C (-1.445, -0.282, 0.481)  -0.255
S (-0.550, -1.740, -0.004)  -0.182
C (1.077, -1.135, -0.088)  -0.056
N (1.317, 0.102, 0.091)  -0.287
S (2.967, 0.589, 0.012)  -0.165
H (-0.722, 2.617, -0.053)  0.236
H (-2.272, 2.859, -0.187)  0.245
H (-1.241, 0.769, -1.478)  0.275
H (-3.210, -0.755, -0.832)  0.244
H (-3.570, 0.368, 0.502)  0.281
H (-1.324, -0.010, 1.535)  0.406
H (1.813, -1.901, -0.378)  0.346
H (2.702, 1.858, -0.363)  0.124

Summary:
structure (SMILES): N[C@@H]1C[C@H]1S/C=N/S
E_tot: -1063.0331 a.u.
HOMO level: -8.373 eV
frontier orbital gap: 9.1967 eV

***

Here is a cluster of 2 separate species, C4H8N3 in total in a non-equilibrium geometry from OMol25. Energies are from ωB97M-V/def2-TZVPD.

Last column: Mulliken charge in e.
Atoms and positions in Å:
C (-1.520, 1.107, 1.240)  -0.782
C (-1.135, 0.151, 0.410)  0.758
C (0.014, -0.656, 0.609)  0.256
C (-1.606, -0.196, -0.973)  -1.115
N (2.728, 0.238, -0.485)  -0.136
N (1.558, 0.136, -0.894)  -0.304
N (0.531, -1.693, 0.839)  -0.185
H (-2.372, 1.807, 1.007)  0.283
H (-0.955, 1.375, 2.151)  0.276
H (-2.089, -1.133, -0.987)  0.324
H (-0.689, -0.242, -1.593)  0.364
H (-2.276, 0.591, -1.329)  0.370
H (3.478, 0.269, -1.212)  0.291
H (1.347, -2.315, 0.708)  0.327
H (2.984, 0.560, 0.512)  0.272

Summary:
E_tot: -321.0652 a.u.
HOMO level (alpha / beta): -13.352 / -13.352 eV
frontier orbital gap (alpha / beta): 8.6384 / 8.6391 eV
total charge: +1

***

Here is the ion C4H8N3 with charge +1 in a non-equilibrium geometry from OMol25. Energies are from ωB97M-V/def2-TZVPD.

Last column: Mulliken charge in e.
Atoms and positions in Å:
C (-1.173, 0.560, -0.021)  0.675
C (2.291, -0.370, 0.405)  -0.337
C (1.953, 0.965, -0.068)  -0.120
C (-2.449, -0.253, 0.144)  -1.071
N (-1.267, 1.770, 0.113)  -0.493
N (-0.211, -0.426, -0.316)  -0.351
N (1.192, -0.041, -0.592)  0.115
H (3.262, -0.743, 0.324)  0.330
H (1.844, -0.573, 1.374)  0.239
H (1.631, 2.001, 0.234)  0.358
H (-2.796, -0.750, -0.795)  0.286
H (-3.061, 0.388, 0.716)  0.365
H (-2.171, -0.936, 0.880)  0.391
H (-0.562, -1.044, -1.004)  0.277
H (1.517, -0.548, -1.394)  0.335

Summary:
E_tot: -320.9462 a.u.
HOMO level (alpha / beta): -14.109 / -14.512 eV
frontier orbital gap (alpha / beta): 7.9131 / 9.7095 eV
total charge: +1

***

Here is the ion C4H8N3 with charge +1 in a non-equilibrium geometry from OMol25. Energies are from ωB97M-V/def2-TZVPD.

Last column: Mulliken charge in e.
Atoms and positions in Å:
C (-2.553, 0.999, -0.039)  -0.685
N (-1.299, 0.329, 0.093)  -0.194
C (-1.020, -0.874, 0.067)  0.128
C (0.306, -1.440, 0.129)  -0.406
C (1.479, -0.883, -0.024)  -0.132
N (1.649, 0.456, 0.099)  0.192
N (2.796, 1.043, 0.035)  -0.273
H (-2.813, 1.503, 0.980)  0.269
H (-2.648, 1.684, -0.919)  0.284
H (-3.414, 0.323, -0.102)  0.292
H (-1.682, -1.728, -0.035)  0.290
H (0.198, -2.447, -0.016)  0.358
H (2.400, -1.560, -0.224)  0.337
H (2.885, 2.023, 0.042)  0.263
H (3.714, 0.572, -0.086)  0.276

Summary:
structure (SMILES): C/N=C/C=C\N=[NH2+]
E_tot: -321.0894 a.u.
HOMO level: -13.368 eV
frontier orbital gap: 6.6910 eV
total charge: +1

***

Here is the ion C4H8N3O with charge +1 in a non-equilibrium geometry from OMol25. Energies are from ωB97M-V/def2-TZVPD.

Last column: Mulliken charge in e.
Atoms and positions in Å:
C (-1.411, 1.432, 0.102)  0.116
C (-0.714, -1.101, -0.086)  0.519
C (1.111, -0.013, -1.207)  -0.708
C (1.171, -0.605, 1.253)  -0.716
N (-0.180, 1.140, 0.384)  -0.887
N (-2.267, 0.555, -0.277)  -0.486
N (0.334, -0.167, 0.057)  0.427
O (-1.215, -2.146, -0.035)  -0.164
H (-1.570, 2.400, 0.447)  0.493
H (1.411, -1.010, -1.541)  0.399
H (0.343, 0.400, -1.878)  0.357
H (1.976, 0.729, -1.000)  0.319
H (0.667, -0.738, 2.189)  0.367
H (1.713, -1.615, 0.922)  0.347
H (1.814, 0.189, 1.376)  0.390
H (-3.183, 0.550, -0.705)  0.230

Summary:
E_tot: -396.2798 a.u.
HOMO level (alpha / beta): -13.756 / -13.756 eV
frontier orbital gap (alpha / beta): 8.7207 / 8.7214 eV
total charge: +1